Record 1
Here is a molecular structure, C5H10N2O in a non-equilibrium geometry from the Open Molecules 2025 dataset. Energies are from ωB97M-V/def2-TZVPD.

Kohn-Sham gap: 10.033 eV
E: -381.02506 Ha
energy relative to the best compared isomer or geometry (same formula, charge and spin): 7.085 eV
HOMO level: -9.29 eV

XYZ file:
```
18
Properties=species:S:1:pos:R:3:forces:R:3:mulliken_charge:R:1
C -2.703714 -0.089674 -0.012687 0.6 0.2 0.5 -0.663
C -0.588823 -0.959328 -0.184536 0.5 1.7 -0.8 -0.010
C 1.975675 -1.275676 0.059446 -1.9 1.7 2.6 -0.459
C 1.561087 0.100092 -0.486469 0.4 -1.8 1.5 -0.005
C 1.050761 1.229685 0.475989 2.0 3.5 -1.8 -0.591
H -2.767315 -1.016947 1.008542 0.0 3.1 -3.2 0.215
H -3.297438 -0.595290 -1.039176 1.1 2.1 3.4 0.252
H -2.817376 1.114773 0.395086 -1.3 -3.8 -1.1 0.280
H -0.904806 -1.831732 0.365283 -1.0 -0.1 0.2 0.263
H 2.546694 -2.027851 -0.422696 1.1 0.0 -0.2 0.314
H 1.995270 -1.153804 1.175327 0.0 -1.1 -0.9 0.230
H 2.257252 0.548714 -1.195213 -1.0 -0.4 -0.8 0.317
H 1.986336 1.997532 0.572520 -1.6 -2.6 1.4 0.279
H 0.313705 1.084958 1.405246 2.1 -0.1 -2.1 0.292
H -0.511627 1.684484 -0.511396 3.1 2.0 -1.1 0.435
N -1.263906 0.135191 -0.475774 -0.8 -4.6 1.7 -0.395
N 0.695834 -1.158490 -0.613210 0.9 3.3 -1.1 -0.213
O 0.472398 2.213362 -0.516285 -4.3 -3.2 1.8 -0.542
```
Forces are in eV/Å.

=====

Record 2
Here is 4 unconnected molecules or ions with the total composition C29H55BBr6N2O4 in a non-equilibrium geometry from the Open Molecules 2025 dataset. Energies are from ωB97M-V/def2-TZVPD.

SMILES: CCCCCCCCCCCCCCCCCC[C@@H]1OC(=O)C[C@]1(N=C=O)B(N)O.BrCCBr.BrCCBr.BrCCBr
Kohn-Sham gap: 10.091 eV
E: -17017.42864 Ha
HOMO level: -9.77 eV

XYZ file:
```
97
Properties=species:S:1:pos:R:3:forces:R:3:mulliken_charge:R:1
C 8.542105 -3.545736 -0.435123 0.2 0.4 -0.5 -1.045
C 7.796206 -2.384612 -1.156000 -0.1 -1.0 0.1 -0.449
C 6.305285 -2.262610 -0.761060 0.5 0.9 0.3 -0.948
C 6.065072 -1.056036 0.189870 -0.6 0.3 -0.8 -0.030
C 5.265095 0.073389 -0.525562 0.6 -0.2 0.8 -1.338
C 4.571668 1.022634 0.489954 -0.5 -0.1 -1.0 0.419
C 3.018533 0.854528 0.431390 0.5 -0.3 -0.7 -0.914
C 2.297211 1.944780 -0.399270 0.0 0.0 0.8 -0.472
C 1.136465 2.647456 0.331215 -0.5 0.3 -1.0 -0.974
C -0.267021 2.046913 0.003160 0.5 0.2 0.6 0.562
C -1.265121 3.097619 -0.521093 -0.5 -0.2 0.5 -0.820
C -2.696919 2.963847 0.072067 0.2 0.2 -1.3 -0.946
C -3.700514 2.381003 -0.963400 -0.3 0.2 1.2 -0.740
C -4.795167 1.515864 -0.284631 0.1 0.3 -1.3 -0.146
C -6.126988 1.737677 -1.045445 0.5 -0.7 1.0 -1.151
C -7.159528 0.645547 -0.647725 0.2 1.1 -1.3 -0.077
C -7.328212 -0.366617 -1.796157 0.1 -0.4 1.0 -0.469
C -7.954671 -1.685461 -1.245422 0.2 -0.1 -1.2 -1.342
C -6.907528 -2.787129 -1.125903 0.8 0.9 1.0 0.660
O -7.239231 -4.081315 -1.651987 0.1 -0.4 0.2 -0.496
C -6.244646 -4.941919 -1.239240 0.5 0.4 0.0 0.436
O -6.211872 -6.084562 -1.575079 -0.1 -0.1 0.0 -0.595
C -5.309943 -4.174958 -0.275437 -0.8 -0.2 0.0 -0.795
C -6.381434 -3.175530 0.277155 2.0 -1.7 -1.0 0.509
N -5.623208 -2.119491 1.012229 -0.9 -0.3 1.0 -0.535
C -6.149511 -1.754698 2.060065 -1.9 1.9 0.0 0.727
O -6.796991 -1.234257 2.907537 1.8 -1.3 -0.8 -0.514
B -7.371713 -4.109725 1.161551 -1.1 0.5 0.2 0.475
N -7.006833 -5.335220 1.878164 -0.1 0.6 -0.1 -0.602
O -8.669651 -3.660884 1.268580 0.9 0.8 0.5 -0.638
H 9.002192 -4.191760 -1.187913 0.1 0.0 0.2 0.286
H 9.345678 -3.146066 0.186455 -0.1 -0.2 0.1 0.228
H 7.880608 -4.173688 0.163521 0.0 0.2 0.1 0.320
H 7.866912 -2.555006 -2.234694 0.0 0.0 0.1 0.378
H 8.346316 -1.460579 -0.963719 -0.3 0.1 0.0 0.329
H 5.727042 -2.082354 -1.671655 -0.1 -0.1 0.1 0.349
H 5.923810 -3.177430 -0.301710 0.2 -0.1 -0.1 0.394
H 5.547252 -1.323058 1.115992 0.0 -0.2 -0.1 0.485
H 7.015917 -0.594685 0.464642 0.0 -0.3 0.3 -0.177
H 4.551745 -0.363422 -1.231241 -0.1 0.1 0.2 0.623
H 5.993609 0.619004 -1.138441 -0.2 0.0 0.0 0.354
H 4.881032 2.043119 0.211868 -0.4 -0.4 0.6 -0.346
H 4.889388 0.804379 1.510039 0.3 0.1 -0.1 0.221
H 2.856903 -0.092845 -0.098289 -0.1 -0.1 0.4 0.196
H 2.601977 0.714374 1.432238 -0.1 0.3 -0.1 0.615
H 1.917198 1.520362 -1.334380 0.0 0.1 0.1 0.135
H 3.028331 2.699846 -0.681223 0.0 -0.1 0.0 0.468
H 1.287043 2.732985 1.411957 0.2 -0.2 -0.1 0.258
H 1.102600 3.675325 -0.052616 0.1 0.0 0.2 0.440
H -0.663699 1.551513 0.896201 -0.1 0.1 -0.1 0.555
H -0.124615 1.256220 -0.737082 -0.1 0.0 0.0 -0.912
H -1.305102 2.995076 -1.609895 -0.1 0.2 0.0 0.297
H -0.941115 4.122088 -0.316351 0.4 -0.2 0.1 0.550
H -3.049611 3.974193 0.302595 0.0 -0.2 0.2 0.246
H -2.706814 2.395362 1.004698 0.1 -0.1 -0.1 0.509
H -4.201424 3.235669 -1.432404 0.1 -0.1 -0.1 0.309
H -3.200119 1.842697 -1.773125 0.0 -0.2 0.2 0.445
H -4.514788 0.457199 -0.358833 0.0 0.1 0.1 0.132
H -4.890778 1.752800 0.778824 -0.1 0.1 -0.1 0.323
H -6.473487 2.751097 -0.825061 -0.1 -0.1 -0.1 0.386
H -5.858402 1.686839 -2.105615 -0.4 0.0 0.0 0.371
H -8.116645 1.139875 -0.455576 0.0 -0.3 0.3 0.376
H -6.788049 0.160394 0.255124 -0.3 -0.1 0.0 -0.126
H -7.922010 0.047306 -2.613272 0.0 0.1 0.2 0.364
H -6.328137 -0.547707 -2.207761 -0.1 -0.2 -0.1 0.196
H -8.424130 -1.460169 -0.288450 -0.2 -0.3 -0.1 0.436
H -8.703183 -2.037654 -1.961487 -0.1 0.0 0.3 0.466
H -5.990515 -2.500891 -1.659498 -0.4 0.5 -0.2 0.260
H -4.517939 -3.629817 -0.793783 -0.2 0.0 -0.2 0.250
H -4.819348 -4.800134 0.467267 -0.3 -0.2 -0.1 0.351
H -6.467534 -5.180034 2.720748 0.1 -0.3 0.0 0.264
H -6.583039 -6.041186 1.289504 0.3 0.0 0.2 0.277
H -8.960839 -3.813639 2.177282 -0.6 -0.6 -0.3 0.312
Br -2.898462 -1.532209 -2.747687 -0.1 0.1 0.0 -0.064
C -1.130541 -1.977725 -3.431181 -0.1 -0.2 0.2 -0.712
C -0.082539 -1.035453 -2.903376 0.2 0.1 -0.2 -0.638
Br -0.147871 0.688671 -3.803279 0.0 0.0 0.1 -0.139
H -1.202101 -1.972957 -4.514123 0.0 0.1 0.0 0.404
H -0.936969 -2.991745 -3.087126 0.0 0.0 0.0 0.388
H 0.914584 -1.424335 -3.101357 0.0 0.0 0.0 0.442
H -0.188803 -0.840040 -1.840807 0.0 0.0 0.0 0.327
Br 9.500759 -0.170484 3.057853 0.0 0.0 -0.1 -0.148
C 9.654979 1.764108 2.907806 0.0 -0.2 0.2 -0.556
C 8.349505 2.388314 2.494729 0.0 0.2 -0.2 -0.605
Br 8.005061 2.124957 0.599736 0.0 0.1 0.0 -0.125
H 10.459431 1.963124 2.206850 -0.1 0.0 0.0 0.381
H 9.945751 2.107003 3.898853 0.0 0.0 0.0 0.364
H 8.380307 3.467607 2.633465 0.1 0.0 0.0 0.359
H 7.495135 1.982093 3.029130 0.0 0.0 0.0 0.321
Br 4.443705 4.686006 0.532911 0.0 0.3 0.2 -0.073
C 3.543454 5.131921 2.201394 0.1 0.2 -0.2 -0.535
C 4.339920 4.699289 3.403394 -0.1 -0.1 0.2 -0.563
Br 4.210371 2.782484 3.707128 0.1 0.0 0.0 -0.148
H 2.558028 4.677838 2.156408 0.0 0.0 0.1 0.261
H 3.442238 6.215366 2.187471 0.0 0.0 0.1 0.393
H 3.942567 5.157002 4.307138 0.0 0.0 0.0 0.366
H 5.396324 4.933070 3.315385 0.0 0.0 -0.1 0.350
```
Forces are in eV/Å.

=====

Record 3
Here is a molecular structure, C18H24AuN3O8SSi from the Open Molecules 2025 dataset. Energies are from ωB97M-V/def2-TZVPD.

Kohn-Sham gap: 4.965 eV
E: -2289.89954 Ha
total charge: -2
energy relative to the best compared isomer or geometry (same formula, charge and spin): 0.244 eV
HOMO level: -1.51 eV

XYZ file:
```
56
Properties=species:S:1:pos:R:3:forces:R:3:mulliken_charge:R:1
Au 0.074060 -3.459893 1.535717 0.1 -0.1 -0.3 0.609
O -1.546536 -2.946029 5.366192 -0.1 -0.1 0.1 -0.693
C -1.225341 -3.426811 4.280946 0.0 0.3 -0.1 0.500
O -1.240408 -2.773837 3.165604 -0.1 0.1 0.2 -0.801
C -0.740732 -4.909695 4.168378 -0.2 -0.1 0.0 0.513
O -1.286053 -5.764196 4.880561 0.1 0.0 0.0 -0.701
O 0.170678 -5.095881 3.305529 0.1 -0.1 0.0 -0.751
C 0.613528 -4.558289 -1.812976 0.0 0.0 0.0 -1.246
Si 1.063679 -3.247583 -0.494922 0.0 0.0 0.1 0.008
C 2.970974 -3.255555 -0.519960 0.0 0.0 0.0 -1.186
C 0.664457 -1.636962 -1.486083 0.0 0.0 0.0 0.031
C -0.607484 -1.453546 -2.044379 0.0 0.0 0.0 -0.487
C -0.924533 -0.345967 -2.819289 0.0 0.0 0.0 -0.628
C 0.029314 0.639997 -3.055300 0.0 0.0 0.0 -0.156
C 1.292063 0.497891 -2.493492 0.0 0.0 0.0 -0.680
C 1.595746 -0.620826 -1.723138 0.0 0.0 0.0 0.044
H 1.175486 -4.419053 -2.743732 0.0 0.0 0.0 0.320
H -0.453323 -4.533211 -2.049100 0.0 0.0 0.0 0.296
H 0.830065 -5.553791 -1.417346 0.0 0.0 0.0 0.327
H 3.385717 -3.103240 -1.523371 0.0 0.0 0.0 0.344
H 3.314996 -4.223281 -0.145624 0.0 0.0 0.0 0.344
H 3.381129 -2.493987 0.148890 0.0 0.0 0.0 0.259
H -1.371738 -2.202881 -1.860763 0.0 0.0 0.0 0.290
H -1.917039 -0.254265 -3.250525 0.0 0.0 0.0 0.447
H -0.207703 1.507927 -3.661483 0.0 0.0 0.0 0.371
H 2.045299 1.261432 -2.660615 0.0 0.0 0.0 0.344
H 2.592298 -0.710036 -1.303538 0.0 0.0 0.0 0.339
C -4.034753 3.162677 -1.590647 0.0 0.0 0.0 -1.505
C -2.690233 2.636700 -1.112421 0.0 0.0 0.0 0.215
S -1.496985 3.958568 -1.068801 0.0 0.0 0.0 1.378
O -1.232838 4.360813 -2.429963 0.0 0.0 0.0 -0.740
O -1.947914 4.949891 -0.117757 0.0 0.0 0.0 -0.726
C -0.043985 3.170082 -0.431867 0.0 0.0 0.0 0.495
C -0.125454 2.909124 1.067388 0.0 0.0 0.0 -1.345
N 0.825178 1.886148 1.467269 0.0 -0.1 0.0 0.400
C 0.512054 0.569379 1.614643 -0.1 -0.1 0.0 0.647
N 1.563357 -0.148512 1.976474 0.2 0.0 0.0 -0.333
C 2.597658 0.708510 2.068805 -0.1 0.0 -0.1 -0.710
C 2.178038 1.977376 1.750895 0.0 0.1 0.0 0.250
N 2.935548 3.162920 1.687132 0.0 0.0 0.0 1.057
O 2.395349 4.185309 1.264155 0.0 0.0 0.0 -0.660
O 4.101764 3.113262 2.049503 0.0 0.0 0.0 -0.671
C -0.855643 0.031801 1.390944 0.0 0.1 0.0 0.154
H -4.761784 2.351334 -1.595835 0.0 0.0 0.0 0.436
H -3.953891 3.562813 -2.600745 0.0 0.0 0.0 0.345
H -4.397541 3.950948 -0.932016 0.0 0.0 0.0 0.366
H -2.274954 1.880400 -1.779509 0.0 0.0 0.0 -0.109
H -2.752634 2.219431 -0.106781 0.0 0.0 0.0 0.305
H 0.787805 3.832033 -0.674479 0.0 0.0 0.0 0.502
H 0.069054 2.240886 -0.994355 0.0 0.0 0.0 -0.669
H -1.106237 2.528020 1.342432 0.0 0.0 0.0 0.579
H 0.046528 3.824225 1.623435 0.0 0.0 0.0 0.184
H 3.591398 0.401025 2.347556 0.0 0.0 0.0 0.447
H -1.587062 0.534011 2.029089 0.0 0.0 0.0 0.608
H -0.874424 -1.032664 1.626661 0.1 0.0 0.1 -0.691
H -1.145996 0.155053 0.342611 0.0 0.0 0.0 -0.264
```
Forces are in eV/Å.

=====

Record 4
Here is a single C5H6N2 molecule in a non-equilibrium geometry from the Open Molecules 2025 dataset. Energies are from ωB97M-V/def2-TZVPD.

SMILES: CC1=CN(C#N)C1
Kohn-Sham gap: 9.429 eV
E: -303.51884 Ha
energy relative to the best compared isomer or geometry (same formula, charge and spin): 3.190 eV
HOMO level: -8.74 eV

XYZ file:
```
13
Properties=species:S:1:pos:R:3:forces:R:3:mulliken_charge:R:1
C -2.648796 -0.024905 0.018137 -0.8 -0.2 0.1 0.431
C -0.413731 0.426723 -1.051056 0.7 -2.9 5.2 -0.669
C 0.590640 0.086405 -0.199716 0.2 0.7 -2.1 0.233
C -0.267814 -0.604589 0.751742 -1.2 -1.5 1.3 -0.218
C 2.039557 0.232717 -0.025144 -0.2 -0.1 -0.9 -1.062
N -3.796425 0.166266 0.004958 0.8 0.0 0.2 -0.484
N -1.364158 -0.319072 -0.133498 -1.2 1.5 -3.2 -0.117
H -0.581296 0.975121 -1.888558 -0.7 1.3 -2.3 0.467
H -0.193089 -1.771433 0.758585 0.4 2.1 0.9 0.240
H -0.377376 0.018160 1.685797 0.3 -1.4 -0.4 0.310
H 2.250109 1.293886 -0.034314 0.6 0.2 0.2 0.289
H 2.601395 -0.267290 -0.842218 -0.1 0.2 0.8 0.271
H 2.160979 -0.211991 0.955290 1.1 0.1 0.1 0.309
```
Forces are in eV/Å.